58
Properties=species:S:1:pos:R:3:lowdin_charge:R:1 method="wB97M-V/def2-TZVPD" e_homo_ev=-6.1 orbital_gap_ev=5.03 e_lumo_ev=-1.06 e_tot_ha=-1887.9518 charge=0
C 1.993 -4.238 2.615 -0.104
C 1.637 -2.845 2.095 -0.267
C 2.817 -2.153 1.406 -0.220
C 2.420 -0.793 0.823 -0.170
C 1.717 -0.965 -0.536 -0.120
N 0.544 -0.093 -0.624 0.184
C -0.052 0.362 -1.676 -0.314
N 0.362 0.031 -2.964 0.019
P -0.233 -1.402 -3.673 0.081
O -1.378 -1.831 -2.629 -0.184
O 0.962 -2.465 -3.473 -0.197
S -0.805 -1.257 -5.463 0.370
N -1.109 1.242 -1.508 -0.005
C -2.349 0.658 -1.012 -0.174
O -2.104 -0.361 -0.065 -0.163
C -3.251 -1.149 0.228 -0.220
C -4.419 -0.353 0.789 -0.229
C -4.038 0.481 2.023 -0.085
C -0.617 2.508 -0.929 -0.040
C -0.073 2.454 0.486 -0.462
O -0.605 1.770 1.353 0.040
N 1.020 3.242 0.720 -0.102
C 1.601 2.956 2.035 -0.058
C 2.065 3.227 -0.337 -0.056
H 1.104 -4.853 2.749 0.070
H 2.536 -4.165 3.559 0.076
H 2.655 -4.746 1.907 0.072
H 0.804 -2.904 1.383 0.099
H 1.324 -2.191 2.915 0.114
H 3.173 -2.785 0.583 0.115
H 3.642 -2.039 2.113 0.121
H 3.330 -0.212 0.658 0.116
H 1.789 -0.237 1.522 0.103
H 1.396 -2.005 -0.639 0.111
H 2.417 -0.714 -1.332 0.131
H 0.131 0.207 0.268 0.138
H 1.370 0.133 -3.063 0.131
H -1.077 -2.103 -1.749 0.078
H 0.791 -3.135 -2.799 0.076
H -2.909 0.229 -1.854 0.139
H -2.939 1.484 -0.607 0.142
H -3.572 -1.712 -0.661 0.121
H -2.928 -1.880 0.975 0.129
H -5.240 -1.035 1.024 0.112
H -4.819 0.319 0.022 0.101
H -2.991 0.787 1.988 0.059
H -4.644 1.388 2.064 0.074
H -4.239 -0.073 2.941 0.073
H -1.461 3.202 -0.946 0.153
H 0.127 2.945 -1.603 0.074
H 0.870 3.092 2.827 0.089
H 2.019 1.943 2.066 0.074
H 2.424 3.653 2.198 0.089
H 2.873 3.879 -0.001 0.090
H 1.716 3.640 -1.308 0.016
H 2.499 2.220 -0.438 0.080
O 1.248 4.212 -2.961 -0.540
H 0.473 4.432 -3.487 -0.148

72
Properties=species:S:1:pos:R:3:lowdin_charge:R:1 method="wB97M-V/def2-TZVPD" e_homo_ev=-7.8 orbital_gap_ev=1.88 e_lumo_ev=-5.91 e_tot_ha=-3394.2211 charge=0
N 3.990 -2.819 -1.673 0.041
C 3.665 -1.742 -0.739 -0.330
C 2.568 -0.823 -1.276 -0.702
I 1.832 0.408 0.373 0.904
O 1.559 -1.458 -1.951 -0.246
C 0.908 -2.333 -1.070 -0.740
I -0.519 -3.503 -2.145 0.900
H 4.675 -2.483 -2.343 0.091
H 4.513 -3.503 -1.138 0.072
H 3.298 -2.196 0.175 0.041
H 4.530 -1.125 -0.505 0.124
H 3.022 -0.121 -1.958 0.072
H 0.335 -1.813 -0.314 -0.012
H 1.559 -3.076 -0.633 0.014
C -2.368 0.748 -0.689 -0.058
C -2.861 0.378 0.695 -0.234
N -2.809 1.544 1.700 -0.250
C -1.385 1.970 1.816 -0.049
C -3.197 1.114 3.122 -0.249
C -4.608 0.632 3.307 -0.083
C -3.599 2.756 1.248 -0.069
C -5.064 2.586 0.889 -0.191
O -5.232 1.705 -0.201 -0.206
C -6.482 1.025 -0.208 -0.072
H -1.304 0.993 -0.697 0.047
H -2.500 -0.113 -1.343 0.091
H -2.918 1.578 -1.132 0.075
H -2.193 -0.479 1.106 -0.066
H -3.876 0.003 0.666 0.105
H -0.804 1.094 2.082 0.030
H -1.304 2.735 2.584 0.112
H -1.057 2.373 0.863 0.087
H -3.000 1.977 3.762 0.131
H -2.479 0.264 3.445 -0.049
H -5.313 1.466 3.449 0.035
H -4.667 0.059 4.232 0.095
H -4.964 -0.014 2.505 0.080
H -3.066 3.142 0.380 0.130
H -3.509 3.482 2.056 0.145
H -5.439 3.572 0.589 0.142
H -5.656 2.277 1.749 0.098
H -7.234 1.533 0.398 0.095
H -6.344 0.005 0.163 0.087
H -6.836 0.974 -1.237 0.091
O -6.997 1.936 4.684 -0.299
H -7.861 2.264 4.417 -0.089
B -0.485 -5.376 1.313 -1.339
F -0.309 -5.792 2.702 -0.035
F -0.605 -6.469 0.519 0.194
F -1.631 -4.593 1.286 0.103
F 0.644 -4.607 0.921 0.064
C 3.785 2.262 -5.514 -0.057
C 3.194 2.534 -4.150 -0.316
O 3.849 1.585 -3.339 0.089
C 5.078 1.342 -3.914 -0.525
O 5.951 0.796 -3.348 0.228
O 5.106 1.817 -5.189 0.084
F 1.853 2.294 -4.120 0.059
H 3.251 1.468 -6.039 0.143
H 3.816 3.147 -6.144 0.139
H 3.389 3.537 -3.768 0.174
Mg -0.645 -4.112 4.032 1.030
Cl -1.825 -1.196 2.649 0.206
B 9.093 1.430 -1.661 -1.259
F 10.181 2.051 -1.022 0.072
F 8.701 2.196 -2.775 0.070
F 9.466 0.138 -2.080 0.067
F 8.008 1.332 -0.754 0.048
O 2.928 -3.609 2.164 0.293
H 2.225 -4.054 1.617 0.147
H 3.417 -4.248 2.720 0.199
H 2.552 -2.870 2.692 0.179

51
Properties=species:S:1:pos:R:3:lowdin_charge:R:1 method="wB97M-V/def2-TZVPD" e_homo_ev=-10.1 smiles="[H]/N=C/CBS.CCCCCC.CCCCCC" orbital_gap_ev=10.48 e_lumo_ev=0.40 e_tot_ha=-1031.6022 charge=0
N 2.977 5.932 2.588 0.077
C 2.279 5.126 1.879 -0.269
C 1.727 5.590 0.482 -0.215
B 2.656 4.841 -0.616 -0.550
S 3.874 5.838 -1.562 0.717
H 3.231 5.426 3.446 0.046
H 2.045 4.080 2.184 0.115
H 1.930 6.685 0.402 0.079
H 0.644 5.336 0.380 0.100
H 2.517 3.670 -0.727 0.021
H 3.740 7.151 -1.154 -0.117
C 1.062 -0.096 -5.214 -0.114
C 0.262 -0.625 -4.030 -0.272
C -0.190 0.471 -3.064 -0.228
C 0.941 1.241 -2.378 -0.234
C 1.921 0.386 -1.576 -0.268
C 1.270 -0.348 -0.411 -0.117
H 1.994 0.374 -4.893 0.065
H 1.323 -0.913 -5.889 0.069
H 0.483 0.637 -5.780 0.075
H 0.846 -1.384 -3.501 0.098
H -0.628 -1.134 -4.413 0.104
H -0.838 0.023 -2.305 0.101
H -0.816 1.186 -3.607 0.109
H 0.493 1.987 -1.711 0.103
H 1.502 1.808 -3.128 0.102
H 2.705 1.040 -1.180 0.095
H 2.424 -0.333 -2.229 0.101
H 0.793 0.356 0.276 0.073
H 2.021 -0.908 0.150 0.070
H 0.515 -1.060 -0.752 0.065
C 0.161 -3.209 2.364 -0.108
C -0.988 -2.234 2.134 -0.276
C -2.059 -2.291 3.224 -0.229
C -2.787 -3.631 3.353 -0.230
C -3.486 -4.117 2.083 -0.273
C -4.593 -3.185 1.606 -0.114
H -0.181 -4.246 2.345 0.067
H 0.913 -3.097 1.579 0.060
H 0.645 -3.022 3.325 0.076
H -1.432 -2.414 1.150 0.098
H -0.579 -1.219 2.105 0.096
H -2.789 -1.496 3.039 0.101
H -1.597 -2.054 4.188 0.109
H -3.529 -3.544 4.154 0.109
H -2.080 -4.399 3.681 0.101
H -3.922 -5.100 2.286 0.104
H -2.758 -4.266 1.279 0.098
H -5.352 -3.053 2.381 0.075
H -5.084 -3.602 0.724 0.069
H -4.204 -2.202 1.333 0.065